(1)
DFT (wB97M-V/def2-TZVPD) results for 9 unconnected molecules or ions with the total composition C35H70O17S8 in a non-equilibrium geometry.

The geometry in ORCA input format:
```
! RIJCOSX wB97M-V def2-TZVPD def2/J DEFGRID3
* xyz 0 1
O -15.659 -3.270 -2.748
S -16.237 -1.925 -2.965
O -17.627 -1.667 -2.734
C -15.158 -0.595 -2.210
C -14.302 0.029 -3.329
C -15.234 0.016 -4.591
C -15.813 -1.466 -4.717
H -14.623 -0.957 -1.332
H -15.732 0.177 -1.699
H -13.973 0.999 -2.955
H -13.377 -0.516 -3.521
H -14.646 0.341 -5.449
H -15.944 0.820 -4.398
H -15.038 -2.164 -5.032
H -16.700 -1.669 -5.318
O -18.449 -7.911 -2.881
S -17.424 -8.398 -1.986
O -16.305 -9.256 -2.433
C -16.601 -6.973 -1.093
C -16.858 -7.180 0.463
C -17.142 -8.639 0.630
C -18.076 -9.167 -0.465
H -16.947 -6.010 -1.470
H -15.538 -6.926 -1.329
H -16.135 -6.742 1.151
H -17.740 -6.588 0.709
H -17.627 -8.821 1.589
H -16.135 -9.056 0.660
H -19.068 -8.762 -0.266
H -18.085 -10.252 -0.572
O -11.426 -8.167 -4.445
S -12.689 -7.754 -3.758
O -13.022 -8.223 -2.434
C -12.825 -5.940 -3.836
C -14.251 -5.716 -4.551
C -14.467 -6.816 -5.615
C -14.147 -8.116 -4.833
H -12.031 -5.501 -4.440
H -12.748 -5.647 -2.789
H -15.115 -5.760 -3.888
H -14.281 -4.731 -5.016
H -13.705 -6.649 -6.376
H -15.425 -6.704 -6.124
H -13.993 -9.035 -5.398
H -14.991 -8.224 -4.153
O -10.460 -4.289 -1.432
S -10.075 -2.903 -1.796
O -9.688 -1.852 -0.834
C -9.034 -2.808 -3.353
C -9.724 -1.954 -4.423
C -11.225 -2.160 -4.389
C -11.494 -2.162 -2.829
H -8.883 -3.844 -3.654
H -8.069 -2.462 -2.982
H -9.440 -0.918 -4.239
H -9.379 -2.241 -5.416
H -11.552 -3.095 -4.843
H -11.713 -1.347 -4.926
H -12.446 -2.558 -2.475
H -11.394 -1.146 -2.449
O -7.045 -9.852 -2.794
S -7.427 -9.655 -1.385
O -6.726 -10.379 -0.310
C -7.338 -7.812 -1.018
C -8.766 -7.364 -0.696
C -9.744 -8.339 -1.455
C -9.250 -9.775 -1.236
H -7.061 -7.415 -1.994
H -6.662 -7.667 -0.175
H -8.971 -7.519 0.363
H -8.849 -6.293 -0.881
H -9.692 -8.155 -2.528
H -10.740 -8.347 -1.012
H -9.694 -10.514 -1.904
H -9.452 -10.027 -0.195
O -5.488 -4.834 1.412
S -6.745 -4.374 0.784
O -6.878 -4.386 -0.696
C -8.192 -4.987 1.606
C -8.319 -4.064 2.902
C -8.088 -2.634 2.365
C -7.014 -2.648 1.260
H -8.022 -6.034 1.859
H -8.992 -4.722 0.915
H -9.282 -4.125 3.409
H -7.516 -4.295 3.601
H -7.824 -1.940 3.163
H -9.042 -2.315 1.946
H -6.040 -2.170 1.360
H -7.436 -2.220 0.350
O -13.795 -7.007 2.360
S -12.615 -6.487 1.732
O -11.348 -7.164 2.002
C -12.822 -6.131 -0.019
C -13.544 -4.776 -0.046
C -12.957 -3.879 1.001
C -12.435 -4.686 2.230
H -13.298 -6.970 -0.527
H -11.818 -6.043 -0.434
H -13.526 -4.423 -1.076
H -14.607 -4.910 0.156
H -13.681 -3.113 1.279
H -12.147 -3.277 0.587
H -13.098 -4.571 3.088
H -11.394 -4.529 2.513
O -11.464 -1.146 2.477
S -11.871 -0.271 1.371
O -12.668 -0.805 0.225
C -12.633 1.272 1.982
C -11.823 2.494 1.629
C -10.315 1.996 1.608
C -10.318 0.676 0.780
H -12.447 1.205 3.054
H -13.690 1.227 1.723
H -12.073 2.745 0.598
H -11.872 3.283 2.380
H -10.106 1.950 2.677
H -9.655 2.758 1.192
H -9.464 0.025 0.594
H -10.552 0.931 -0.253
C -17.284 -1.955 3.131
C -16.833 -3.099 2.192
C -16.901 -2.862 0.728
O -16.358 -4.190 2.572
H -16.366 -1.509 3.514
H -17.891 -2.466 3.878
H -17.920 -1.292 2.545
H -17.026 -3.774 0.145
H -15.960 -2.400 0.429
H -17.734 -2.197 0.501
*
```

Summary:
E	-5839.9904	hartree
SMILES	O=S1(=O)CCCC1.O=S1(=O)CCCC1.O=S1(=O)CCCC1.O=S1(=O)CCCC1.O=S1(=O)CCCC1.O=S1(=O)CCCC1.O=S1(=O)CCCC1.O=S1(=O)CCCC1.CC(C)=O

Results of the Löwdin charge analysis, in e, for atoms 1 through 99: -0.3665, 0.6970, -0.3214, -0.2110, -0.2063, -0.1756, -0.1727, 0.0639, 0.1021, 0.1160, 0.0681, 0.1028, 0.1097, 0.0794, 0.0980, -0.3371, 0.7183, -0.3541, -0.1752, -0.2083, -0.2427, -0.2030, 0.0827, 0.0683, 0.0900, 0.1059, 0.1199, 0.1254, 0.1048, 0.1066, -0.3541, 0.7199, -0.3328, -0.1706, -0.1965, -0.2026, -0.1919, 0.0900, 0.0631, 0.0966, 0.0896, 0.1064, 0.1179, 0.1091, 0.0668, -0.3443, 0.7751, -0.3570, -0.1887, -0.2201, -0.1832, -0.1982, 0.1069, 0.0983, 0.1198, 0.1206, 0.1011, 0.1057, 0.0826, 0.0751, -0.3603, 0.7347, -0.3651, -0.1909, -0.2180, -0.2059, -0.2113, 0.0986, 0.0972, 0.0923, 0.0739, 0.0986, 0.0949, 0.1101, 0.1027, -0.3337, 0.7078, -0.3640, -0.2122, -0.1644, -0.2077, -0.2157, 0.1076, 0.0877, 0.1021, 0.1122, 0.1141, 0.0810, 0.1062, 0.0660, -0.3144, 0.6932, -0.3499, -0.2262, -0.2179, -0.2175, -0.1425, 0.0767, 0.0790

---

(2)
DFT (wB97M-V/def2-TZVPD) results for 14 unconnected molecules or ions with the total composition C66H70N14 in a non-equilibrium geometry.

The geometry in ORCA input format:
```
! RIJCOSX wB97M-V def2-TZVPD def2/J DEFGRID3
* xyz 0 1
N -7.433 -5.801 22.671
C -8.027 -4.608 22.999
C -7.077 -3.620 22.963
C -5.872 -4.223 22.505
C -6.128 -5.561 22.361
H -7.897 -6.695 22.798
H -9.048 -4.591 23.349
H -7.266 -2.571 23.130
H -4.951 -3.688 22.339
H -5.432 -6.336 22.080
N -6.845 -9.107 22.246
C -7.489 -8.688 21.118
C -8.763 -8.312 21.471
C -8.923 -8.635 22.850
C -7.718 -9.121 23.293
H -5.843 -9.304 22.343
H -6.956 -8.615 20.184
H -9.505 -7.938 20.786
H -9.846 -8.578 23.405
H -7.381 -9.496 24.246
N -3.625 -11.325 29.190
C -3.041 -10.095 29.205
C -2.570 -9.821 27.947
C -2.860 -10.968 27.157
C -3.515 -11.878 27.938
H -4.019 -11.801 29.980
H -3.035 -9.519 30.116
H -2.073 -8.941 27.578
H -2.632 -11.103 26.110
H -3.923 -12.838 27.677
N -1.678 -14.665 23.522
C -2.343 -14.647 22.324
C -1.590 -13.916 21.445
C -0.441 -13.472 22.137
C -0.524 -13.932 23.425
H -1.984 -15.148 24.347
H -3.267 -15.196 22.252
H -1.817 -13.735 20.405
H 0.326 -12.840 21.723
H 0.138 -13.833 24.267
N -2.895 -9.398 18.733
C -3.100 -8.091 18.745
C -3.413 -7.361 17.599
C -3.310 -7.988 16.373
C -3.034 -9.349 16.362
C -2.893 -10.029 17.560
H -3.049 -7.556 19.688
H -3.596 -6.298 17.683
H -3.496 -7.449 15.453
H -2.921 -9.886 15.428
H -2.805 -11.108 17.547
N -5.692 -6.842 25.826
C -4.922 -7.402 26.753
C -4.839 -6.946 28.059
C -5.571 -5.821 28.408
C -6.354 -5.209 27.441
C -6.376 -5.751 26.164
H -4.445 -8.353 26.539
H -4.194 -7.424 28.784
H -5.582 -5.439 29.421
H -6.907 -4.313 27.689
H -6.988 -5.341 25.369
N 1.653 -10.494 24.786
C 1.977 -11.491 25.607
C 2.711 -12.594 25.201
C 3.100 -12.665 23.876
C 2.729 -11.658 23.002
C 2.035 -10.572 23.516
H 1.545 -11.413 26.599
H 2.905 -13.402 25.894
H 3.748 -13.449 23.503
H 3.027 -11.672 21.964
H 1.761 -9.734 22.882
N 1.852 -6.101 25.637
C 1.445 -7.356 25.881
C 0.379 -7.664 26.705
C -0.365 -6.637 27.263
C 0.043 -5.336 27.007
C 1.116 -5.120 26.156
H 2.163 -8.115 25.597
H 0.101 -8.687 26.930
H -1.171 -6.815 27.964
H -0.462 -4.520 27.508
H 1.402 -4.097 25.938
N -4.467 -12.821 18.466
C -5.157 -11.989 19.233
C -6.523 -12.137 19.464
C -7.189 -13.177 18.842
C -6.461 -14.072 18.075
C -5.098 -13.858 17.922
H -4.653 -11.113 19.630
H -7.034 -11.420 20.095
H -8.264 -13.265 18.935
H -6.938 -14.889 17.549
H -4.510 -14.515 17.291
N 2.683 -9.722 19.230
C 1.612 -9.001 19.533
C 0.371 -9.577 19.791
C 0.269 -10.953 19.775
C 1.385 -11.712 19.456
C 2.586 -11.047 19.238
H 1.716 -7.921 19.559
H -0.476 -8.990 20.124
H -0.698 -11.431 19.892
H 1.358 -12.794 19.476
H 3.505 -11.594 19.059
N -3.981 -9.243 22.544
C -2.881 -9.918 22.187
C -1.729 -9.940 22.941
C -1.650 -9.181 24.101
C -2.738 -8.395 24.424
C -3.882 -8.492 23.643
H -2.906 -10.495 21.268
H -0.900 -10.556 22.610
H -0.756 -9.222 24.712
H -2.722 -7.783 25.314
H -4.755 -7.892 23.889
N -1.114 -6.126 20.741
C -0.394 -6.682 21.721
C 0.900 -6.301 22.038
C 1.495 -5.340 21.241
C 0.754 -4.698 20.263
C -0.547 -5.140 20.053
H -0.914 -7.502 22.202
H 1.395 -6.772 22.877
H 2.469 -4.948 21.514
H 1.120 -3.838 19.720
H -1.161 -4.725 19.260
N -2.532 -2.035 23.797
C -1.385 -2.485 23.270
C -0.898 -3.749 23.525
C -1.671 -4.652 24.245
C -2.877 -4.200 24.753
C -3.241 -2.875 24.537
H -0.822 -1.706 22.769
H 0.068 -4.105 23.193
H -1.312 -5.654 24.439
H -3.579 -4.880 25.226
H -4.183 -2.530 24.950
N -6.405 -11.981 24.833
C -7.438 -12.656 24.311
C -7.363 -13.448 23.184
C -6.182 -13.420 22.463
C -5.101 -12.700 22.947
C -5.253 -12.057 24.168
H -8.349 -12.454 24.866
H -8.234 -13.952 22.789
H -6.121 -13.847 21.470
H -4.178 -12.635 22.389
H -4.405 -11.509 24.573
*
```

Summary:
E	-3323.5098	hartree

Results of the Löwdin charge analysis, in e, for atoms 1 through 99: 0.0346, -0.1571, -0.1224, -0.1131, -0.1437, 0.0839, 0.1048, 0.0866, 0.0827, 0.0961, 0.0343, -0.1540, -0.1294, -0.1309, -0.1456, 0.0779, 0.1105, 0.0941, 0.0921, 0.1001, 0.0123, -0.1437, -0.1161, -0.1116, -0.1215, 0.1458, 0.1091, 0.0604, 0.0767, 0.1073, 0.0161, -0.1492, -0.1097, -0.1178, -0.1217, 0.1441, 0.1088, 0.0895, 0.0566, 0.0970, 0.0562, -0.1548, -0.0659, -0.0773, -0.0697, -0.1584, 0.0833, 0.1016, 0.1044, 0.1009, 0.0861, 0.0741, -0.1644, -0.0641, -0.0763, -0.0618, -0.1321, 0.0836, 0.0845, 0.1042, 0.1028, 0.0888, 0.0570, -0.1465, -0.0786, -0.0738, -0.0608, -0.1413, 0.1060, 0.1038, 0.1102, 0.0915, 0.1032, 0.0657, -0.1587, -0.0889, -0.0803, -0.0804, -0.1649, 0.0875, 0.0874, 0.0978, 0.1081, 0.1068, 0.0576, -0.1517, -0.0781, -0.0814, -0.0728, -0.1499, 0.0837, 0.0959, 0.1088, 0.1002, 0.1023, 0.0580, -0.1407, -0.0669, -0.0933